No. 1
14
Properties=species:S:1:pos:R:3:forces:R:3 method="wB97M-V/def2-TZVPD" e_homo_ha=-0.5088 relative_energy_kj_mol=291.1 total_charge=+1 max_force_ev_per_a=4.5 lumo_ev=-5.27 orbital_gap_ev=8.58
O -1.23919 -1.39646 -0.27806 0.76 -1.56 -1.20
N 0.08516 0.75320 -0.02409 -0.04 -2.11 -0.11
C -1.11299 1.00957 -0.14673 -0.02 -0.11 0.05
C 1.25841 -1.54442 0.11032 0.24 -1.31 0.29
C 2.01313 -0.35301 -0.23932 1.55 0.61 -0.36
C 1.39100 0.87758 -0.29778 -0.38 -4.11 0.99
C -2.05440 -0.21108 -0.02020 -0.71 1.51 1.96
C -0.01583 -1.53263 -0.08242 -2.55 3.74 0.15
H 1.66327 -2.48418 0.47302 0.53 0.18 -0.06
H 1.79414 1.78758 -0.44690 1.85 2.81 -0.43
H -1.39918 1.96628 -0.56288 -1.04 0.09 -0.02
H -2.81109 0.03140 -0.78475 0.18 -1.38 -0.02
H -2.55120 -0.46208 0.97359 0.66 0.86 -1.22
H 3.09558 -0.57913 -0.40919 -1.04 0.80 0.00

No. 2
52
Properties=species:S:1:pos:R:3:forces:R:3 method="wB97M-V/def2-TZVPD" spin_multiplicity=5 e_homo_ha="-0.1455 / -0.1747" relative_energy_kj_mol=0.0 total_charge=-1 max_force_ev_per_a=0.7 lumo_ev="2.29 / 2.28" orbital_gap_ev="6.25 / 7.04"
I -3.97089 1.26324 0.18975 -0.12 0.02 0.11
Br 4.44643 -4.78700 0.95436 -0.02 0.02 0.00
Br 0.33880 -3.45881 -2.65016 -0.02 0.02 -0.01
Cr -1.39187 0.14551 -0.15486 0.50 0.25 -0.33
Cl -0.17636 4.97921 5.22958 -0.01 -0.10 -0.15
Cl 0.48430 4.58537 -0.11399 -0.02 -0.02 0.06
O -1.43973 0.83823 -2.42761 -0.03 0.12 -0.01
O 0.29884 -0.85369 -1.02859 -0.19 0.16 0.02
O -0.46897 1.86598 0.25386 -0.20 -0.07 0.00
O -1.09933 -0.35563 1.99185 -0.16 0.19 0.43
N 1.89392 -0.11827 1.07168 -0.09 -0.02 -0.05
N -2.39526 -1.64685 -0.42724 -0.42 -0.44 0.15
C 0.03074 3.85203 1.39435 -0.09 -0.25 -0.11
C -1.08148 0.53638 2.83482 0.17 0.15 -0.31
C 3.02450 -2.25775 1.00597 0.09 -0.05 0.06
C -0.26232 4.00917 3.77031 0.01 0.09 -0.04
C -3.16918 -2.47120 -0.25532 0.21 0.10 -0.13
C 3.61663 -0.60924 2.65316 -0.10 0.09 -0.05
C -0.29187 1.69479 -4.27205 0.05 0.02 -0.01
C -4.20430 -3.46534 -0.02426 0.05 0.10 -0.01
C -0.72174 1.93320 2.64069 -0.20 -0.50 0.09
C 2.36807 -3.82617 -0.70625 -0.04 0.00 -0.04
C -1.57006 -0.14893 -3.45744 0.02 -0.11 0.07
C -0.66238 2.70639 3.81209 0.04 0.07 0.07
C 3.15886 -3.51193 0.35889 -0.03 0.06 0.02
C 1.17367 -1.66425 -0.60348 0.15 -0.08 0.10
C -0.54012 0.20847 -4.52775 -0.02 -0.02 0.00
C 2.63772 0.23311 2.08453 0.10 -0.05 0.09
C 3.80548 -1.84545 2.11057 0.03 -0.07 -0.03
C -0.39390 1.76265 -2.75903 0.02 -0.05 0.04
C 0.09193 4.58632 2.54152 0.05 0.13 0.14
C -0.41022 2.47782 1.35952 0.27 0.32 -0.03
C 2.05485 -1.34447 0.52438 -0.06 0.11 -0.02
C 1.40579 -2.92225 -1.17103 0.08 -0.15 0.04
H 0.37696 -0.35922 -4.36182 0.00 -0.01 0.02
H 0.53330 1.43869 -2.27635 -0.01 0.01 -0.01
H -2.59688 -0.10262 -3.83305 0.02 0.02 -0.01
H -5.16804 -2.95726 -0.03518 -0.01 -0.02 0.00
H -4.05150 -3.92959 0.94806 0.00 0.00 0.00
H -1.33602 0.28884 3.88289 0.05 -0.09 -0.07
H 2.47493 -4.78274 -1.19946 0.00 0.00 0.00
H 2.47076 1.22847 2.48894 0.00 0.00 0.00
H -0.92766 2.25212 4.75946 -0.01 -0.03 -0.01
H -1.38331 -1.13305 -3.02275 -0.03 0.06 -0.05
H 0.67910 2.03104 -4.63655 -0.01 0.02 -0.01
H 4.55012 -2.52097 2.51122 -0.01 0.01 -0.01
H -0.89968 -0.00357 -5.53490 0.00 -0.01 0.00
H 4.20208 -0.27056 3.49780 0.00 0.00 0.01
H 0.41673 5.61735 2.50268 0.00 0.00 -0.01
H -4.17477 -4.22661 -0.80069 0.00 0.00 -0.01
H -1.06950 2.30585 -4.73631 -0.01 -0.01 0.01
H -0.67713 2.73325 -2.35681 0.00 -0.01 -0.02

No. 3
18
Properties=species:S:1:pos:R:3:forces:R:3 method="wB97M-V/def2-TZVPD" spin_multiplicity=3 e_homo_ha="-0.1982 / -0.3454" relative_energy_kj_mol=218.5 max_force_ev_per_a=7.7 lumo_ev="0.89 / -2.13" orbital_gap_ev="6.29 / 7.27"
O 1.87770 0.70757 1.17942 -1.27 0.44 0.12
N 1.02807 1.29577 0.30059 1.95 -6.93 -0.67
C -0.08170 -0.93815 -1.54325 2.81 1.95 1.85
C 0.82062 2.53470 0.31444 -3.56 6.69 -1.48
C -1.80981 -0.27859 0.23925 2.92 1.78 0.08
C -0.44326 -0.93736 -0.09983 -1.27 -0.97 -0.01
C 0.18176 -1.65518 0.81063 2.42 -0.95 -2.35
H 0.12886 3.06660 -0.38308 0.48 -0.94 1.02
H -0.23132 -1.76136 1.73472 -0.72 -0.23 2.69
H -2.63324 -0.95888 0.16733 -0.45 -0.28 0.53
H -1.94106 0.52843 -0.48327 -0.34 -0.11 -0.26
H 1.38694 3.05930 0.98164 1.93 1.79 1.11
H 2.06287 -0.08482 0.67315 0.71 -0.58 0.10
H 1.14332 -2.22349 0.56569 -1.46 0.76 0.38
H 0.83353 -1.41715 -1.85451 0.27 -0.80 0.42
H 0.14690 0.08991 -1.77754 -0.65 0.57 -0.75
H -1.59119 0.32114 1.17259 -1.08 -1.17 -0.46
H -0.87899 -1.34844 -1.99797 -2.70 -1.02 -2.32